# 1
The following is a DFT calculation (ωB97M-V/def2-TZVPD) of a structure of composition C16H30ClNO6S2Si2.

Cartesian coordinates (Å):
O (-4.638058, -4.264632, 0.147821)
C (-3.779237, -3.528430, -0.114952)
O (-2.596402, -3.918270, -0.574155)
C (-1.689229, -2.870999, -0.973638)
C (-2.007603, -2.323578, -2.364434)
Si (-1.202241, -0.669210, -2.745350)
C (0.430799, -0.924266, -3.669447)
C (0.645371, 0.167277, -4.660544)
O (0.912093, 1.284586, -4.426380)
Cl (0.367351, -0.348329, -6.338665)
O (-0.874831, 0.113593, -1.335495)
Si (-0.905939, 1.780762, -1.116164)
C (0.776797, 2.409845, -0.650525)
C (0.815848, 3.959778, -0.556192)
C (0.556320, 4.521998, 0.841423)
O (1.636186, 4.129719, 1.684763)
C (-2.334214, 2.102067, 0.053683)
C (-2.636158, 1.021047, 1.115764)
C (-1.594151, 0.862657, 2.257545)
S (-0.951324, -0.821202, 2.361782)
C (0.704081, -0.651232, 2.957495)
S (1.204399, 0.525285, 3.987050)
N (1.472101, -1.735816, 2.562640)
C (1.520310, -2.089970, 1.123517)
C (2.848742, -1.711824, 0.438674)
O (3.995885, -1.981907, 1.214152)
C (3.903679, -1.322330, 2.471705)
C (2.754403, -1.947818, 3.247737)
H (-3.861963, -2.430882, 0.005957)
H (-0.706693, -3.360522, -0.968241)
H (-1.674649, -2.086271, -0.202826)
H (-3.096021, -2.209650, -2.493627)
H (-1.675640, -3.052464, -3.123239)
H (-2.103723, 0.144643, -3.584955)
H (0.445422, -1.915891, -4.138052)
H (1.256326, -0.863833, -2.940404)
H (-1.247031, 2.391455, -2.424768)
H (1.471122, 2.083676, -1.443527)
H (1.154901, 1.973172, 0.289017)
H (1.818138, 4.316095, -0.845191)
H (0.113388, 4.417638, -1.273832)
H (0.514853, 5.624211, 0.795629)
H (-0.407258, 4.172454, 1.246530)
H (1.300196, 3.803765, 2.534155)
H (-3.211342, 2.153174, -0.617154)
H (-2.250044, 3.095143, 0.523800)
H (-2.769715, 0.059837, 0.591284)
H (-3.603742, 1.246841, 1.585761)
H (-2.068142, 1.094162, 3.222105)
H (-0.739472, 1.544321, 2.164378)
H (1.304308, -3.163590, 0.999790)
H (0.725024, -1.532722, 0.615928)
H (2.947284, -2.308548, -0.479784)
H (2.825185, -0.640486, 0.155712)
H (4.859290, -1.463562, 2.994288)
H (3.728079, -0.240502, 2.313174)
H (2.930043, -3.037223, 3.278965)
H (2.686893, -1.583242, 4.279318)

Cartesian forces, eV/Å:
O -2.3 -2.0 0.7
C 1.5 2.1 -0.3
O 0.8 -0.1 -0.5
C 0.2 -0.1 0.1
C 0.1 -0.2 -0.1
Si 0.0 -0.2 0.2
C 0.4 -0.4 0.0
C -0.3 -1.1 0.0
O 0.4 1.2 0.3
Cl -0.1 -0.1 -0.4
O -0.1 0.3 -0.3
Si 0.1 -0.2 0.1
C 0.3 0.2 0.3
C 0.2 0.1 -0.1
C -0.1 0.0 -0.1
O -0.2 -0.2 0.4
C -0.2 0.0 0.2
C -0.1 -0.2 0.0
C -0.2 0.6 0.3
S 0.1 0.0 -0.3
C 0.2 -0.7 -0.1
S -0.2 0.2 0.0
N 0.1 1.1 -0.2
C -0.3 -0.4 -0.1
C -0.1 0.1 -0.1
O 0.0 0.1 0.0
C -0.1 0.1 0.0
C 0.1 -0.4 0.2
H 0.1 0.1 0.0
H -0.2 0.2 0.0
H -0.1 -0.2 -0.2
H 0.3 0.0 0.1
H -0.3 0.2 0.2
H 0.0 0.0 -0.1
H 0.0 0.3 0.0
H -0.3 0.0 -0.1
H 0.0 0.0 0.0
H -0.2 0.0 0.2
H -0.1 0.1 -0.2
H -0.3 -0.1 0.0
H 0.1 -0.1 0.2
H 0.0 -0.3 0.0
H 0.2 0.0 -0.1
H 0.1 0.2 -0.4
H 0.2 0.1 0.2
H 0.0 -0.2 -0.1
H 0.1 0.2 0.2
H 0.2 -0.1 -0.2
H 0.2 0.0 -0.3
H -0.1 -0.2 -0.1
H 0.2 0.2 0.2
H 0.1 -0.2 0.1
H -0.1 0.2 0.2
H 0.0 -0.2 0.2
H -0.3 0.0 -0.2
H 0.1 -0.3 0.1
H -0.1 0.3 0.0
H 0.0 0.0 -0.4

Calculated values
Orbital gap, eV: 8.8
F_max, eV Å⁻¹: 3.1

Atomic partial charges in e from the natural (NBO) method, atoms 1 to 5: atom 1 (O): -0.54, atom 2 (C): 0.65, atom 3 (O): -0.50, atom 4 (C): -0.08, atom 5 (C): -0.93

=====

# 2
The following is a DFT calculation (ωB97M-V/def2-TZVPD) of a structure of composition C16H30HgO16S3.

Cartesian coordinates (Å):
Hg (0.337452, -0.638136, -1.268003)
O (4.711548, -0.785265, -3.028012)
C (3.483655, -1.157568, -2.579160)
O (2.506995, -0.370367, -2.487877)
O (3.310645, -2.369791, -2.322718)
H (4.708394, 0.151542, -3.237732)
O (0.641411, -3.485713, -4.735668)
C (0.308305, -2.630877, -3.713290)
O (0.303938, -2.993035, -2.514252)
O (-0.013968, -1.500076, -4.014355)
H (0.888169, -4.336846, -4.366480)
O (0.605637, 3.400957, -2.345811)
C (0.226884, 2.372896, -3.051701)
O (-0.216055, 1.328639, -2.529429)
O (0.364909, 2.416459, -4.254571)
H (0.163262, 3.197086, -1.518565)
C (0.696728, -2.645018, 1.586650)
O (1.248525, -2.501229, 0.283861)
H (0.818327, -1.812418, 2.279529)
H (-0.380684, -2.808853, 1.565692)
H (1.316172, -3.359344, 2.128991)
C (-2.016220, 0.893294, 3.347158)
C (-3.032759, 1.880568, 2.830136)
C (-2.604285, 2.462451, 1.510895)
S (-0.870747, 1.946215, 1.139044)
O (-0.103410, 3.077579, 0.650863)
O (-0.801797, 0.711100, 0.341832)
C (-0.649242, 1.271102, 2.814544)
H (-2.209651, -0.104217, 2.952636)
H (-2.156489, 0.699377, 4.410556)
H (-3.193253, 2.665640, 3.569065)
H (-3.926555, 1.276865, 2.672757)
H (-2.467351, 3.528052, 1.694881)
H (-3.171795, 2.110225, 0.649521)
H (-0.169633, 2.016408, 3.449045)
H (0.024568, 0.429724, 2.652787)
C (-5.038090, -1.939508, 0.904886)
C (-4.277976, -3.222952, 0.730779)
C (-3.832698, -3.357405, -0.714995)
S (-3.351749, -1.715302, -1.207309)
O (-4.169766, -1.355371, -2.366420)
O (-1.915414, -1.561378, -1.052594)
C (-4.204997, -0.874155, 0.250137)
H (-5.306256, -1.725724, 1.939529)
H (-5.976744, -2.029580, 0.358149)
H (-4.921976, -4.064481, 0.986146)
H (-3.428437, -3.272665, 1.411881)
H (-4.630146, -3.473994, -1.448872)
H (-2.983181, -4.032762, -0.816606)
H (-4.755085, -0.040009, -0.185415)
H (-3.387643, -0.397274, 0.791063)
C (5.284458, 1.574917, -0.110555)
C (5.072015, 2.953372, 0.435645)
C (3.536312, 3.132648, 0.260703)
S (2.895803, 1.505728, 0.872928)
O (1.957297, 1.005550, -0.132388)
O (2.556356, 1.452419, 2.331515)
C (4.364664, 0.612536, 0.607374)
H (6.331242, 1.299557, 0.017976)
H (5.268260, 1.475003, -1.195839)
H (5.600280, 3.640421, -0.225414)
H (5.351901, 3.097103, 1.479244)
H (3.388135, 3.122829, -0.819125)
H (2.968227, 3.903086, 0.782054)
H (4.076642, -0.276983, 0.047098)
H (4.846934, 0.226951, 1.505609)

Cartesian forces, eV/Å:
Hg 2.2 -2.0 -1.7
O 1.2 0.7 -0.2
C -3.9 -3.8 1.0
O 1.1 2.4 -0.1
O 2.1 0.6 -0.3
H -0.4 0.2 -0.1
O 0.1 -0.6 -0.6
C -0.5 1.0 1.9
O 0.3 -1.9 0.4
O -0.4 1.8 -1.9
H 0.1 0.1 0.5
O 0.2 2.4 2.4
C 0.2 -3.5 -3.8
O -1.2 -1.1 3.2
O 0.5 1.7 -2.3
H 0.4 0.3 1.0
C 1.5 0.7 -2.1
O -1.3 1.4 1.3
H 0.0 1.3 0.2
H -0.5 -0.8 0.2
H -0.4 -1.1 0.2
C 0.4 -1.3 -0.7
C -0.7 -0.8 0.0
C 1.2 0.3 -0.4
S -0.1 -2.2 -0.7
O -0.5 -0.3 1.1
O -1.4 1.8 1.4
C 1.2 0.7 0.8
H -0.2 -0.1 -0.4
H 0.7 0.6 0.2
H -0.2 0.0 -0.1
H -0.5 0.5 0.3
H -0.5 0.1 -1.0
H -0.1 0.7 0.0
H 0.2 0.1 -0.1
H 0.1 0.1 0.2
C -0.3 0.4 -0.2
C -0.2 -1.2 0.4
C 0.3 0.3 -0.1
S -0.2 1.3 0.7
O 1.3 -0.3 0.7
O -2.0 -0.1 -0.5
C 0.9 0.9 -1.3
H 0.2 0.0 0.1
H -0.2 0.1 -0.1
H 0.0 -0.2 0.1
H 0.2 0.1 -0.1
H -0.2 -0.9 0.3
H -0.1 0.0 -0.4
H -0.2 -0.2 -0.1
H 0.1 -0.5 0.5
C 1.9 -1.2 -0.2
C -1.4 1.0 -0.6
C 0.4 -0.8 0.6
S -1.9 -1.0 0.2
O 0.7 1.3 1.9
O 0.4 0.8 -2.4
C 1.2 -1.1 -0.2
H 0.2 -0.3 0.6
H -1.0 0.5 -0.1
H 0.0 0.4 0.3
H 0.3 -0.2 0.0
H -0.7 0.0 0.1
H 0.3 0.1 -0.1
H -0.1 0.1 -0.3
H -0.4 0.4 0.4

Calculated values
Orbital gap, eV: 4.5
Energy relative to the best compared isomer or geometry (same formula, charge and spin), eV: 0.000
Net charge: -2
F_max, eV Å⁻¹: 5.5

Atomic partial charges in e from the natural (NBO) method, atoms 1 to 5: atom 1 (Hg): 1.63, atom 2 (O): -0.75, atom 3 (C): 0.92, atom 4 (O): -0.84, atom 5 (O): -0.74

=====

# 3
The following is a DFT calculation (ωB97M-V/def2-TZVPD) of a cluster of 3 separate species, C16H30IN4O14S3 in total.

Cartesian coordinates (Å):
C (-3.181563, -4.267103, 1.688833)
C (-3.734083, -4.000376, 0.326106)
O (-4.153547, -4.910730, -0.371527)
O (-3.795740, -2.691534, -0.113816)
C (-2.890511, -2.387990, -1.180572)
C (-2.441870, -0.940550, -1.060000)
C (-1.064618, -0.693197, -0.387639)
S (-0.719093, -1.935378, 0.920996)
N (-0.037290, -0.826669, -1.391009)
C (0.931599, 0.235944, -1.571703)
O (0.330782, 1.207319, -2.432135)
C (2.150354, -0.375981, -2.329666)
C (2.365460, 0.223526, -3.699760)
C (3.107097, 1.514639, -3.727345)
O (3.624094, 0.126985, -4.148786)
C (1.378475, 0.860986, -0.245757)
I (2.528361, -0.502087, 0.984370)
C (2.205823, 2.147813, -0.425200)
N (3.659797, 1.970661, -0.446282)
N (0.197432, 1.277233, 0.618306)
C (-1.145651, 0.676474, 0.284193)
O (-1.871070, 1.636686, -0.439507)
N (-2.756581, 2.350883, 0.498300)
O (-3.645862, 2.793047, -0.056004)
H (-3.737491, -5.058004, 2.167288)
H (-2.142777, -4.561308, 1.623380)
H (-3.214379, -3.392899, 2.328270)
H (-3.457219, -2.463898, -2.102446)
H (-2.079331, -3.102806, -1.254571)
H (-3.229120, -0.431416, -0.520469)
H (-2.415497, -0.483999, -2.041043)
H (-1.499003, -1.490322, 1.917199)
H (-0.446736, -1.074657, -2.275040)
H (0.075592, 2.014447, -1.981813)
H (1.983550, -1.428888, -2.500239)
H (3.093062, -0.150911, -1.852464)
H (1.572457, 0.128829, -4.415526)
H (3.317910, 1.998794, -4.669129)
H (3.918320, 1.701522, -3.042304)
H (1.889934, 2.682112, -1.311965)
H (1.969893, 2.793568, 0.415213)
H (4.032636, 2.707181, -1.031976)
H (4.027315, 2.191148, 0.468528)
H (0.416539, 1.056057, 1.591273)
H (0.087300, 2.302742, 0.581466)
H (-1.661208, 0.537474, 1.224107)
C (3.028441, -5.990711, 2.446420)
C (2.524493, -5.201554, 1.257501)
O (1.356514, -4.527224, 1.754122)
S (1.559456, -4.169177, 3.301490)
O (1.989623, -2.821519, 3.413808)
O (0.435914, -4.639174, 4.017167)
O (2.810832, -5.119619, 3.568315)
H (2.449393, -6.902443, 2.599735)
H (4.082741, -6.237897, 2.368822)
H (2.260226, -5.831849, 0.414130)
H (3.248755, -4.448552, 0.938916)
C (-1.898029, 7.092479, 1.129401)
C (-2.730615, 5.861528, 1.413601)
O (-2.304145, 4.914860, 0.410223)
S (-0.765149, 5.146728, 0.080548)
O (0.014535, 4.209550, 0.827341)
O (-0.605352, 5.244418, -1.317934)
O (-0.605584, 6.566603, 0.759515)
H (-2.289716, 7.662580, 0.286789)
H (-1.800438, 7.740731, 1.994229)
H (-3.797210, 6.041090, 1.326899)
H (-2.508227, 5.443782, 2.396828)

Cartesian forces, eV/Å:
C -0.2 0.7 0.4
C -1.2 -1.9 -1.4
O 0.9 1.7 0.9
O 0.9 -0.2 0.9
C -0.7 0.3 -0.8
C 0.1 -0.4 0.5
C -1.0 0.2 -0.5
S 0.5 -0.2 0.1
N 0.4 -0.1 1.2
C -0.1 -0.7 -0.7
O 0.2 0.2 0.1
C -0.5 0.9 -0.8
C -1.0 1.3 1.2
C 2.6 -1.7 -1.7
O 0.9 -0.7 -0.6
C 0.8 -0.2 0.4
I -0.1 0.0 0.0
C 0.7 0.3 0.6
N -0.3 0.3 -0.4
N -0.4 -0.3 -0.3
C -0.3 0.5 0.1
O 0.6 -0.4 -0.6
N -0.4 -0.4 0.6
O -0.3 0.1 -0.3
H -0.1 -0.3 -0.1
H 0.3 -0.2 -0.2
H -0.1 0.2 0.0
H -0.1 -0.1 -0.3
H 0.2 -0.1 0.2
H -0.2 0.1 0.2
H 0.1 0.2 -0.3
H -0.3 0.1 -0.2
H 0.1 0.0 -0.3
H -0.2 0.2 0.0
H 0.2 -0.4 0.5
H 0.1 -0.4 0.5
H -0.4 -0.1 -0.4
H -1.2 0.9 0.0
H -0.8 0.7 1.1
H -0.1 0.0 -0.3
H -0.3 0.1 0.1
H 0.2 -0.1 -0.3
H 0.1 -0.3 0.2
H 0.2 -0.1 0.0
H 0.0 0.1 0.0
H 0.0 0.0 0.4
C -0.2 -0.4 -0.1
C 0.3 0.2 -0.1
O 0.0 -0.2 0.2
S 0.3 -0.4 -0.3
O 0.0 0.3 0.1
O -0.4 0.1 0.1
O 0.0 0.3 -0.2
H 0.0 0.0 0.0
H 0.1 0.1 0.2
H -0.2 0.0 0.0
H 0.0 0.0 0.0
C -0.4 0.2 -0.2
C 0.1 0.1 0.5
O 0.4 0.6 -0.1
S -0.5 0.9 0.1
O 0.2 -0.4 0.1
O 0.2 -0.4 -0.3
O 0.1 -0.4 0.2
H 0.0 0.0 0.0
H 0.2 -0.1 0.0
H 0.0 -0.1 -0.2
H 0.0 0.0 0.0

Calculated values
Orbital gap, eV: 8.1
Net charge: +1
F_max, eV Å⁻¹: 3.6

Atomic partial charges in e from the natural (NBO) method, atoms 1 to 5: atom 1 (C): -0.73, atom 2 (C): 0.80, atom 3 (O): -0.54, atom 4 (O): -0.56, atom 5 (C): -0.07

=====

# 4
The following is a DFT calculation (ωB97M-V/def2-TZVPD) of a structure of composition C16H30KN2O4S2.

Cartesian coordinates (Å):
K (2.364271, 0.160904, 1.227168)
C (0.664038, -3.163656, -3.746172)
C (-0.593326, -2.410453, -3.233944)
C (-0.212547, -1.299654, -2.260861)
C (0.744491, -1.773180, -1.236353)
N (1.507871, -2.114151, -0.457105)
H (0.982978, -2.472708, -4.526535)
H (0.392670, -4.089292, -4.253763)
H (1.598958, -3.167210, -3.185807)
H (-1.355830, -3.099005, -2.869805)
H (-1.083041, -1.999901, -4.116962)
H (-1.005999, -0.698220, -1.817215)
H (0.411033, -0.598849, -2.815941)
C (-0.691340, -3.905571, 3.108173)
C (0.148991, -4.439252, 1.921654)
C (1.647719, -4.590286, 2.130969)
C (2.251436, -3.349986, 2.347647)
N (2.820414, -2.340858, 2.537635)
H (-0.357580, -4.415389, 4.011940)
H (-1.772005, -3.909519, 2.965880)
H (-0.536873, -2.842854, 3.294914)
H (-0.054037, -3.823323, 1.045575)
H (-0.283682, -5.394414, 1.624069)
H (2.164784, -4.880726, 1.216421)
H (1.928653, -5.327949, 2.882641)
C (1.832631, 3.911920, -3.712582)
C (0.278911, 3.789116, -3.726675)
C (-0.032112, 2.546539, -2.852498)
S (0.922849, 2.801569, -1.341528)
O (1.527775, 1.547292, -0.907006)
O (0.293484, 3.679081, -0.370160)
C (2.207721, 3.892856, -2.201492)
H (2.079679, 4.830156, -4.245408)
H (2.380442, 3.115021, -4.215532)
H (-0.077179, 3.753882, -4.756270)
H (-0.219763, 4.680108, -3.345160)
H (0.402673, 1.719475, -3.413770)
H (-1.037592, 2.259550, -2.544703)
H (3.207964, 3.615578, -1.868741)
H (2.065275, 4.862577, -1.724579)
C (-2.010920, 2.960110, 2.827160)
C (-2.997374, 1.825387, 2.470601)
C (-2.194239, 0.530570, 2.249943)
S (-0.869185, 0.636527, 3.567528)
O (0.452856, 0.587054, 2.942707)
O (-1.240309, -0.248290, 4.684222)
C (-1.259085, 2.380470, 3.991495)
H (-2.467842, 3.918742, 3.072850)
H (-1.347145, 3.257105, 2.015192)
H (-3.543461, 2.024226, 1.548453)
H (-3.670521, 1.767321, 3.325929)
H (-1.597446, 0.496318, 1.338484)
H (-2.696771, -0.435932, 2.287669)
H (-0.253478, 2.751276, 4.189921)
H (-1.819884, 2.489901, 4.919726)

Cartesian forces, eV/Å:
K 0.1 -0.3 0.1
C -0.3 1.5 -1.3
C 0.0 -1.0 0.1
C 1.0 0.0 -0.1
C -1.2 0.4 -0.4
N 0.5 -0.1 0.4
H 0.2 -0.2 -0.7
H 0.3 -0.1 0.4
H -0.6 -0.7 0.9
H 0.2 0.0 0.6
H 0.1 0.4 0.1
H -0.1 -0.4 0.1
H 0.0 0.3 -0.2
C 1.0 0.5 0.0
C -1.8 -0.1 -0.3
C -0.6 -1.3 -0.8
C 2.8 4.7 1.8
N -1.6 -2.3 -0.6
H -0.5 -0.1 0.2
H 0.1 -0.8 -0.1
H 0.6 0.2 0.0
H 0.3 0.2 0.0
H 0.3 -0.3 0.2
H -0.4 -0.6 -0.3
H -0.1 0.2 0.2
C -0.4 0.2 1.1
C 0.1 -0.3 0.1
C 0.0 0.1 -0.4
S 2.1 1.9 -1.0
O -0.5 0.1 0.1
O -0.3 -1.1 -0.5
C -0.6 0.1 0.4
H 0.3 0.1 0.4
H -0.5 -0.2 -0.2
H -0.1 -0.7 0.1
H 0.3 0.1 0.4
H 0.1 -0.3 0.5
H -0.2 0.5 -0.3
H 0.0 -0.6 -0.5
H -0.4 0.1 -0.1
C 0.3 0.0 -0.6
C 0.3 0.2 -0.7
C 1.3 0.1 0.7
S -2.4 -0.6 0.9
O -0.7 0.0 0.4
O 1.1 1.1 -1.6
C 1.5 -0.2 0.6
H -0.5 -0.3 0.3
H 0.2 -0.5 -0.3
H -0.3 0.2 0.2
H -0.2 -0.5 -0.2
H -0.2 0.5 -0.3
H -0.2 0.2 0.5
H -0.1 0.5 -0.1
H -0.1 -0.6 0.0

Calculated values
Orbital gap, eV: 10.5
Energy relative to the best compared isomer or geometry (same formula, charge and spin), eV: 0.000
Net charge: +1
F_max, eV Å⁻¹: 5.8

Atomic partial charges in e from the natural (NBO) method, atoms 1 to 5: atom 1 (K): 0.97, atom 2 (C): -0.63, atom 3 (C): -0.39, atom 4 (C): -0.51, atom 5 (C): 0.35

=====

no.,calculated total energy (eV)
1,-80804.489
2,-86514.932
3,-92296.483
4,-66238.747